No. 1
A cluster of 8 separate species, C4H24N2O9 in total at a distorted geometry. Source: the OMol25 dataset; level of theory: ωB97M-V with the def2-TZVPD basis set.

The structure (SMILES) is NCN[C@H](C=O)CO.O.O.O.O.O.O.O. For the frontier orbital gap, the calculation gives 0.368 Eh. The energy above the lowest of the compared OMol25 structures with the same formula, charge and spin comes out at 1.177 eV. The calculation puts the molar mass at 244.24 Da.

Cartesian coordinates (Å):
N -0.35572 -2.46627 1.17627
C 0.55976 -1.92807 0.20274
N 0.11853 -0.60202 -0.29064
C 0.93029 -0.07142 -1.38300
C 2.28079 0.53330 -0.93822
O 2.84214 0.21927 0.09037
C 0.13114 0.97692 -2.15815
O -0.96993 0.35674 -2.81226
H -1.28744 -2.60289 0.81411
H -0.46402 -1.90288 2.00529
H 0.58321 -2.60558 -0.66100
H 1.55230 -1.89543 0.64433
H 0.03762 0.05737 0.47938
H 1.16392 -0.91568 -2.04772
H 2.79342 1.20507 -1.65336
H -0.26249 1.76202 -1.51031
H 0.69956 1.46539 -2.95441
H -1.66396 0.16255 -2.14165
O -3.19958 1.22419 0.83227
H -3.80876 0.83726 1.46788
H -3.03759 0.54139 0.14115
O 1.35471 2.52468 0.02983
H 0.54148 2.40705 0.56598
H 2.02675 2.89294 0.61112
O -1.44734 -2.38583 -3.05232
H -1.07138 -1.46949 -2.99152
H -1.80830 -2.45660 -3.93860
O -0.71231 2.06416 1.61081
H -1.63754 1.88897 1.31802
H -0.53953 1.47678 2.37771
O -2.48930 -0.76606 -0.95964
H -2.55685 -1.57839 -1.50524
H -1.56371 -0.82425 -0.58571
O -0.13265 0.13982 3.46394
H 0.83007 0.03593 3.24660
H -0.21264 0.11639 4.43597
O 2.48028 -0.18152 2.76398
H 2.57051 -0.02466 1.79544
H 2.91859 -1.01455 2.93115

No. 2
The ion C5H13N2O with charge -1 at a distorted geometry. Source: the OMol25 dataset; level of theory: ωB97M-V with the def2-TZVPD basis set.

The net charge is -1. The structure (SMILES) is NCCNCCC[O-]. For the frontier orbital gap, the calculation gives 0.252 Eh. The energy above the lowest of the compared OMol25 structures with the same formula, charge and spin comes out at 2.019 eV. The calculation puts the molar mass at 117.17 Da.

Cartesian coordinates (Å):
N -1.36671 1.34639 -1.65504
C -2.07347 0.18749 -1.06710
C -1.34471 -0.93360 -0.27819
N -0.83505 -0.69106 1.12599
C 0.61048 -0.92674 1.41467
C 1.59628 0.20860 1.27150
C 2.23124 0.49308 -0.21765
O 1.25516 0.32033 -1.13603
H -1.03539 1.15801 -2.58845
H -0.46734 1.38789 -1.10364
H -2.56353 -0.27896 -1.94670
H -2.88639 0.63425 -0.50499
H -2.12619 -1.70304 0.00440
H -0.59463 -1.38706 -0.90644
H -1.21643 0.14391 1.53908
H 0.86573 -1.85121 0.90442
H 0.60144 -1.07559 2.51276
H 2.47027 0.04043 1.97753
H 1.27189 1.23575 1.34039
H 2.41393 1.63328 -0.21932
H 3.19342 0.05786 -0.46718

No. 3
A structure of composition C10H19AuClEuN at a distorted geometry. Source: the OMol25 dataset; level of theory: ωB97M-V with the def2-TZVPD basis set.

The net charge is -2. For the frontier orbital gap (spin up / spin down), the calculation gives 0.156 / 0.168 Eh. The calculation puts the molar mass at 537.65 Da. As for the multiplicity: 10.

Cartesian coordinates (Å):
Au 3.07538 0.35411 -0.91391
Cl 1.11693 0.80326 -2.81871
C 3.24359 -1.68330 -1.24060
C 4.03706 2.12574 -1.40140
H 4.32969 -1.69186 -1.00810
H 2.56636 -2.17647 -0.50121
H 2.97619 -1.79283 -2.31849
H 5.03786 1.72997 -1.13494
H 3.61582 2.91094 -0.72975
H 3.83593 2.23823 -2.49214
Eu -0.08934 0.70173 -0.47283
C -1.25603 2.68469 -0.14221
C 1.73301 0.79262 0.85452
H -0.72431 3.07198 0.74450
H -1.08411 3.17954 -1.12509
H -2.22293 2.17768 0.02329
H 2.09377 1.74828 1.25464
H 1.69329 -0.22730 1.34703
C -1.50261 0.24836 2.83135
C -2.06461 -0.64398 1.82555
C -3.09617 -1.61072 1.90432
C -3.26649 -2.17136 0.62334
C -2.34047 -1.55138 -0.25129
C -2.12339 -1.74839 -1.67912
N -1.61975 -0.66949 0.52392
H -2.04077 0.03914 3.77939
H -1.65742 1.31872 2.58285
H -0.42179 0.06552 2.99816
H -3.62254 -1.82459 2.82083
H -3.96115 -2.93005 0.30566
H -1.86546 -2.81428 -1.85581
H -3.07427 -1.54284 -2.21599
H -1.32129 -1.11169 -2.11777

- molar mass of number 1 (C4H24N2O9)?
  244.24 Da

- molar mass of number 3 (C10H19AuClEuN)?
  537.65 Da

- The lowest molar mass belongs to which entry?
  C5H13N2O

- The highest molar mass belongs to which entry?
  C10H19AuClEuN